# 1
This record from OMol25 describes 2 unconnected molecules or ions with the total composition C3H7NO. The level of theory is ωB97M-V/def2-TZVPD.

Geometry (Å):
O1 -1.235 -1.457 0.536
N1 -0.050 0.351 -1.362
C1 -1.293 -0.269 0.734
C2 0.902 0.689 -0.327
C3 -0.569 0.769 -0.065
H1 1.520 -2.335 0.772
H2 1.476 -0.145 0.064
H3 0.848 -2.254 0.459
H4 -0.147 1.102 -2.038
H5 1.436 1.637 -0.379
H6 -0.974 1.775 0.044
H7 -1.914 0.136 1.561

Output
- lowest unoccupied orbital energy (hartree) = 0.032
- maximum force (hartree/bohr) = 0.0113
- Kohn-Sham gap (eV) = 10.7557
- total energy (Eh) = -248.4072
- relative energy (zero: lowest compared OMol25 entry of this formula, charge and spin) (eV) = 3.2449
- SMILES = O=C[C@H]1CN1.[H][H]

Atomic charges from the natural (NBO) analysis, expressed in e, are listed below:
1 O -0.50
2 N -0.55
3 C 0.43
4 C -0.23
5 C -0.22
6 H -0.04
7 H 0.22
8 H 0.03
9 H 0.36
10 H 0.19
11 H 0.20
12 H 0.11

***

# 2
This record from OMol25 describes C4H7N3O2 in the gas phase in a non-equilibrium geometry. The level of theory is ωB97M-V/def2-TZVPD.

Geometry (Å):
O1 -3.126 0.399 -0.378
O2 -2.225 -0.835 1.150
N1 0.210 0.393 0.379
N2 -2.192 -0.158 0.138
N3 -0.408 -1.417 -0.963
C1 0.590 -1.784 -0.312
C2 -0.791 -0.079 -0.488
C3 1.142 -0.701 0.627
C4 0.818 1.697 -0.051
H1 1.113 1.637 -1.128
H2 1.187 -1.044 1.656
H3 2.160 -0.405 0.335
H4 0.969 -2.754 -0.336
H5 -1.110 0.625 -1.268
H6 0.021 2.444 0.005
H7 1.639 1.981 0.634

Output
- lowest unoccupied orbital energy (hartree) = 0.019
- maximum force (hartree/bohr) = 0.0527
- Kohn-Sham gap (eV) = 10.1378
- total energy (Eh) = -471.2352
- relative energy (zero: lowest compared OMol25 entry of this formula, charge and spin) (eV) = 4.5658
- SMILES = CN1CC=N[C@H]1[N+](=O)[O-]

Atomic charges from the natural (NBO) analysis, expressed in e, are listed below:
1 O -0.36
2 O -0.38
3 N -0.44
4 N 0.52
5 N -0.39
6 C 0.15
7 C 0.17
8 C -0.29
9 C -0.41
10 H 0.18
11 H 0.22
12 H 0.21
13 H 0.20
14 H 0.21
15 H 0.21
16 H 0.22

***

# 3
This record from OMol25 describes a molecular structure, C29H33AuI2N3OS2Sb. The level of theory is ωB97M-V/def2-TZVPD.

Geometry (Å):
Au1 -0.376 -0.094 0.037
I1 -4.464 3.416 -0.632
I2 -0.149 7.381 0.234
Sb1 -2.524 -1.874 -0.088
S1 3.796 -0.986 -0.016
S2 1.191 -1.869 0.290
O1 -1.938 1.410 -0.236
N1 0.674 1.949 0.142
N2 4.981 -0.270 6.082
N3 1.122 -1.598 6.536
C1 -1.573 2.659 -0.151
C2 1.955 2.162 0.327
C3 -3.789 -1.337 1.634
C4 -0.190 2.997 0.066
C5 3.517 -0.871 4.033
C6 -4.307 -2.731 -2.513
C7 -4.615 -0.108 1.278
C8 3.298 -1.058 1.649
C9 -4.697 -2.477 2.073
C10 -2.797 -0.980 2.740
C11 -1.387 -4.255 1.417
C12 1.643 4.526 0.388
C13 0.260 4.331 0.178
C14 1.427 -1.615 3.081
C15 1.615 -1.456 5.508
C16 -0.696 5.372 0.070
C17 -2.219 -1.426 -3.016
C18 4.322 -0.538 5.181
C19 -2.439 3.734 -0.266
C20 -1.169 -4.398 -1.072
C21 2.484 3.456 0.460
C22 -4.212 -0.272 -2.077
C23 1.976 -1.477 1.821
C24 -3.357 -4.892 0.029
C25 -2.007 5.069 -0.152
C26 -3.418 -1.572 -2.080
C27 -2.098 -4.027 0.084
C28 4.071 -0.751 2.764
C29 2.196 -1.307 4.200
H1 -1.988 -3.937 2.271
H2 -0.847 -5.437 -0.945
H3 -2.737 5.862 -0.242
H4 -2.586 -1.243 -4.032
H5 -1.671 -4.330 -2.038
H6 -5.328 -2.120 2.895
H7 3.546 3.582 0.617
H8 -5.360 -2.811 1.273
H9 -1.594 -0.576 -2.733
H10 -2.159 -0.142 2.452
H11 -3.630 0.564 -1.692
H12 -1.196 -5.327 1.539
H13 -5.128 -0.351 -1.494
H14 2.023 5.535 0.485
H15 -3.951 -4.727 -0.866
H16 -3.746 -3.653 -2.662
H17 -4.138 -3.335 2.446
H18 -5.087 0.271 2.192
H19 -4.768 -2.472 -3.474
H20 -4.005 0.691 0.858
H21 -3.998 -4.750 0.896
H22 -1.591 -2.318 -3.045
H23 -4.499 -0.039 -3.110
H24 -3.356 -0.680 3.633
H25 -2.158 -1.821 3.020
H26 0.407 -1.954 3.212
H27 -5.412 -0.343 0.572
H28 -0.426 -3.741 1.450
H29 -3.045 -5.943 0.024
H30 -0.273 -3.777 -1.098
H31 2.595 1.288 0.360
H32 5.094 -0.418 2.654
H33 -5.116 -2.921 -1.805

Output
- lowest unoccupied orbital energy (spin up / spin down) (hartree) = -0.016 / -0.076
- maximum force (hartree/bohr) = 0.0102
- Kohn-Sham gap (spin up / spin down) (eV) = 6.9808 / 5.8385
- total energy (Eh) = -3132.0160
- relative energy (zero: lowest compared OMol25 entry of this formula, charge and spin) (eV) = 0.6386
- <S²> = 2.012
- multiplicity = 3

Atomic charges from the Mulliken analysis, expressed in e, are listed below:
1 Au 0.91
2 I 0.03
3 I 0.06
4 Sb 1.17
5 S -0.19
6 S -0.55
7 O -0.09
8 N -0.54
9 N -0.50
10 N -0.51
11 C -0.03
12 C 0.17
13 C 1.93
14 C 0.04
15 C 0.73
16 C -1.86
17 C -1.76
18 C -0.08
19 C -1.78
20 C -1.74
21 C -1.67
22 C -0.53
23 C 1.29
24 C -0.20
25 C -0.23
26 C -0.43
27 C -1.71
28 C -0.21
29 C -0.32
30 C -1.69
31 C -1.09
32 C -1.54
33 C 0.46
34 C -1.50
35 C -0.65
36 C 1.80
37 C 1.63
38 C -0.84
39 C 0.10
40 H 0.29
41 H 0.50
42 H 0.36
43 H 0.49
44 H 0.29
45 H 0.50
46 H 0.41
47 H 0.33
48 H 0.30
49 H 0.24
50 H 0.10
51 H 0.53
52 H 0.36
53 H 0.17
54 H 0.25
55 H 0.34
56 H 0.38
57 H 0.54
58 H 0.52
59 H 0.22
60 H 0.29
61 H 0.29
62 H 0.54
63 H 0.53
64 H 0.26
65 H 0.62
66 H 0.34
67 H 0.17
68 H 0.49
69 H 0.23
70 H 0.16
71 H 0.55
72 H 0.33

***

# 4
This record from OMol25 describes a molecular structure, C17H21AuN2OS in a non-equilibrium geometry. The level of theory is ωB97M-V/def2-TZVPD.

Geometry (Å):
Au1 1.505 1.620 -0.081
S1 -1.918 1.577 -0.946
O1 -0.824 1.827 0.063
N1 1.352 -0.462 -0.399
N2 1.445 -1.149 -1.560
C1 1.174 -0.980 2.007
C2 1.441 -2.478 -1.346
C3 1.839 3.720 2.527
C4 -2.800 -2.295 -1.808
C5 -2.558 -0.937 -1.937
C6 -2.676 -2.903 -0.563
C7 -2.074 -0.806 0.434
C8 -2.330 -2.159 0.557
C9 1.519 -3.477 -2.423
C10 1.335 -2.649 0.030
C11 3.034 3.096 2.173
C12 -2.211 -0.206 -0.809
C13 1.161 4.091 1.356
C14 1.940 3.680 0.220
C15 -3.402 2.191 -0.083
C16 1.285 -1.369 0.584
C17 3.129 3.070 0.743
H1 -2.650 -0.450 -2.896
H2 1.492 3.891 3.530
H3 0.623 -1.734 2.562
H4 -3.083 -2.879 -2.670
H5 -4.262 1.954 -0.701
H6 -3.310 3.267 0.031
H7 0.224 4.616 1.304
H8 2.474 -3.422 -2.947
H9 1.510 -0.675 -2.449
H10 -1.799 -0.210 1.288
H11 1.312 -3.577 0.562
H12 -2.837 -3.968 -0.471
H13 2.165 -0.904 2.453
H14 1.411 -4.475 -2.009
H15 0.738 -3.309 -3.163
H16 3.784 2.727 2.851
H17 -2.275 -2.628 1.530
H18 0.681 -0.015 2.105
H19 1.870 4.168 -0.740
H20 -3.481 1.715 0.890
H21 4.047 2.904 0.204

Output
- lowest unoccupied orbital energy (spin up / spin down) (hartree) = -0.381 / -0.368
- maximum force (hartree/bohr) = 0.0403
- Kohn-Sham gap (spin up / spin down) (eV) = 4.6369 / 5.0229
- total energy (Eh) = -1378.3325
- relative energy (zero: lowest compared OMol25 entry of this formula, charge and spin) (eV) = 0.8589
- charge = +2

Atomic charges from the natural (NBO) analysis, expressed in e, are listed below:
1 Au 1.05
2 S 1.26
3 O -1.01
4 N -0.43
5 N -0.33
6 C -0.66
7 C 0.25
8 C -0.30
9 C -0.19
10 C -0.21
11 C -0.16
12 C -0.16
13 C -0.21
14 C -0.66
15 C -0.32
16 C 0.05
17 C -0.29
18 C 0.14
19 C -0.47
20 C -0.78
21 C 0.22
22 C -0.27
23 H 0.24
24 H 0.27
25 H 0.26
26 H 0.24
27 H 0.27
28 H 0.25
29 H 0.26
30 H 0.26
31 H 0.43
32 H 0.22
33 H 0.26
34 H 0.24
35 H 0.25
36 H 0.26
37 H 0.25
38 H 0.27
39 H 0.24
40 H 0.22
41 H 0.30
42 H 0.25
43 H 0.29

***

# 5
This record from OMol25 describes C4H10N4O in the gas phase in a non-equilibrium geometry. The level of theory is ωB97M-V/def2-TZVPD.

Geometry (Å):
O1 1.687 -0.493 -1.266
N1 -0.382 1.563 -0.176
N2 -0.478 1.980 1.100
N3 -0.326 -0.573 0.819
N4 2.122 1.023 0.356
C1 -0.543 0.199 -0.289
C2 -0.470 -2.001 0.687
C3 -1.158 -0.236 -1.594
C4 1.301 0.282 -0.430
H1 1.735 1.479 1.168
H2 -1.419 -2.301 0.229
H3 -2.117 -0.726 -1.421
H4 -0.475 -2.434 1.691
H5 -0.496 -0.929 -2.109
H6 -0.568 2.980 1.199
H7 -0.505 1.265 1.836
H8 -1.346 0.610 -2.249
H9 0.348 -2.438 0.098
H10 3.090 0.753 0.351

Output
- lowest unoccupied orbital energy (spin up / spin down) (hartree) = 0.016 / 0.016
- maximum force (hartree/bohr) = 0.0363
- Kohn-Sham gap (spin up / spin down) (eV) = 7.7707 / 7.7699
- total energy (Eh) = -452.5491
- relative energy (zero: lowest compared OMol25 entry of this formula, charge and spin) (eV) = 4.0471

Atomic charges from the natural (NBO) analysis, expressed in e, are listed below:
1 O -0.59
2 N -0.23
3 N -0.65
4 N -0.63
5 N -0.85
6 C 0.32
7 C -0.43
8 C -0.67
9 C 0.80
10 H 0.41
11 H 0.18
12 H 0.23
13 H 0.20
14 H 0.25
15 H 0.40
16 H 0.42
17 H 0.24
18 H 0.19
19 H 0.41

***

# 6
This record from OMol25 describes 12 unconnected molecules or ions with the total composition C30H55Cl7N10 in a non-equilibrium geometry. The level of theory is ωB97M-V/def2-TZVPD.

Geometry (Å):
Cl1 -0.522 0.782 -3.554
Cl2 0.383 -5.216 -2.980
Cl3 -4.182 4.816 2.270
Cl4 -3.287 -4.940 -1.057
Cl5 -0.957 1.660 5.864
Cl6 -0.836 -4.277 2.410
Cl7 1.895 2.407 2.750
N1 -6.336 -1.932 0.946
N2 0.705 9.626 -0.787
N3 1.968 -1.950 3.090
N4 4.395 -4.396 -2.733
N5 -8.100 -2.544 -0.340
N6 -1.252 1.504 1.123
N7 3.735 -2.844 2.028
N8 3.720 -2.239 -3.089
N9 -1.743 -0.515 0.427
N10 1.251 7.462 -0.692
C1 -7.035 -2.259 -1.125
C2 3.137 -1.899 1.203
C3 -9.360 -3.201 -0.699
C4 2.890 -1.100 -3.482
C5 -1.946 -1.673 -0.393
C6 -5.509 -1.775 2.155
C7 4.814 -2.239 -2.235
C8 1.060 -1.619 4.192
C9 2.077 5.394 0.098
C10 3.017 -2.827 3.212
C11 -1.286 0.742 2.263
C12 0.203 8.368 -0.864
C13 2.782 -0.844 -5.005
C14 -1.507 0.789 0.038
C15 -7.657 -2.279 0.931
C16 4.258 -5.841 -2.595
C17 3.568 -3.602 -3.472
C18 1.980 -1.396 1.805
C19 4.880 -3.646 1.651
C20 -4.621 -3.044 2.396
C21 -1.099 2.950 1.055
C22 0.036 10.906 -0.957
C23 2.066 9.524 -0.477
C24 6.153 -2.731 1.633
C25 -0.657 -2.174 -1.016
C26 -1.525 -0.560 1.804
C27 2.420 8.202 -0.436
C28 5.120 -3.532 -1.949
C29 -5.912 -1.927 -0.366
C30 1.061 6.033 -0.777
H1 -0.961 1.170 3.199
H2 4.609 -4.149 0.722
H3 0.680 11.779 -1.059
H4 -10.057 -2.378 -0.856
H5 -4.948 -0.856 1.984
H6 -9.806 -3.783 0.107
H7 7.014 -3.001 1.021
H8 -7.097 -2.464 -2.183
H9 -2.600 -1.441 -1.233
H10 6.582 -2.558 2.620
H11 -0.814 8.163 -1.164
H12 3.376 7.709 -0.330
H13 -2.087 3.411 1.048
H14 -0.557 10.873 -1.871
H15 3.257 -6.211 -2.819
H16 -4.104 -3.104 3.354
H17 -6.086 -1.448 3.021
H18 -1.594 -1.513 2.309
H19 2.449 -1.808 -5.390
H20 -0.702 11.050 -0.168
H21 3.685 -0.540 -5.535
H22 0.595 -2.564 4.475
H23 -0.918 -2.944 -1.742
H24 3.540 -1.723 0.217
H25 1.731 4.378 0.285
H26 -0.544 3.409 1.873
H27 1.887 -1.424 -3.204
H28 -0.190 -1.352 -1.560
H29 0.046 5.850 -0.424
H30 5.895 -1.715 1.334
H31 3.253 -0.243 -2.915
H32 2.828 -3.989 -4.157
H33 0.329 -0.880 3.864
H34 3.246 -3.429 4.079
H35 3.021 5.347 -0.446
H36 2.020 -0.077 -5.148
H37 2.218 5.882 1.062
H38 -8.189 -2.468 1.852
H39 4.667 -6.143 -1.631
H40 2.702 10.392 -0.388
H41 5.249 -1.336 -1.834
H42 4.906 -6.380 -3.285
H43 -4.902 -1.611 -0.581
H44 5.902 -3.963 -1.341
H45 -1.521 1.140 -0.983
H46 -5.221 -3.943 2.258
H47 -2.453 -2.387 0.255
H48 -0.555 3.113 0.125
H49 5.014 -4.393 2.433
H50 -3.856 -3.241 1.645
H51 -9.165 -3.796 -1.591
H52 1.148 5.839 -1.846
H53 0.057 -2.511 -0.264
H54 1.554 -1.187 5.062
H55 1.220 -0.701 1.482

Output
- lowest unoccupied orbital energy (spin up / spin down) (hartree) = 0.152 / 0.152
- maximum force (hartree/bohr) = 0.0939
- Kohn-Sham gap (spin up / spin down) (eV) = 2.8187 / 4.1180
- total energy (Eh) = -4944.8145
- <S²> = 0.756
- charge = -3
- multiplicity = 2

Here are the Mulliken charges for atoms 1 to 99, given in e:
1 Cl -0.86
2 Cl -0.80
3 Cl -0.95
4 Cl -0.89
5 Cl -0.90
6 Cl -0.82
7 Cl -0.83
8 N 0.23
9 N 0.26
10 N 0.34
11 N 0.23
12 N 0.21
13 N 0.44
14 N 0.28
15 N 0.25
16 N 0.73
17 N 0.21
18 C -0.52
19 C -0.79
20 C -0.81
21 C -0.08
22 C 0.61
23 C -0.59
24 C -0.60
25 C -0.52
26 C -1.19
27 C -0.23
28 C -0.45
29 C -0.74
30 C -1.21
31 C -0.21
32 C -0.21
33 C -0.82
34 C -0.49
35 C -0.50
36 C -0.44
37 C -0.82
38 C -0.92
39 C -0.96
40 C -0.51
41 C -1.02
42 C -0.92
43 C -0.63
44 C -0.40
45 C -0.52
46 C -0.03
47 C -0.22
48 H 0.09
49 H 0.25
50 H 0.29
51 H 0.34
52 H 0.39
53 H 0.30
54 H 0.34
55 H 0.41
56 H 0.33
57 H 0.36
58 H 0.37
59 H 0.35
60 H 0.18
61 H 0.35
62 H 0.29
63 H 0.34
64 H 0.34
65 H 0.55
66 H 0.33
67 H 0.32
68 H 0.34
69 H 0.39
70 H 0.20
71 H 0.37
72 H 0.29
73 H 0.31
74 H 0.17
75 H 0.13
76 H 0.37
77 H 0.33
78 H 0.30
79 H 0.39
80 H -0.10
81 H 0.38
82 H 0.33
83 H 0.33
84 H 0.37
85 H 0.34
86 H 0.33
87 H 0.34
88 H 0.47
89 H 0.34
90 H 0.21
91 H 0.72
92 H 0.28
93 H 0.34
94 H -0.68
95 H 0.33
96 H 0.33
97 H 0.16
98 H 0.31
99 H 0.18